Record 1
This record from OMol25 describes a 2-piece molecular cluster, C5H9F3N3 overall at a distorted geometry. The level of theory is ωB97M-V/def2-TZVPD.

XYZ file:
```
20
Properties=species:S:1:pos:R:3:forces:R:3
H 1.854117 -2.226074 1.318900 -0.35 0.82 -2.83
C -2.385147 0.150941 -0.006397 -2.90 0.48 3.50
H 0.125482 -3.406428 -0.574091 0.00 1.56 0.89
H 0.775489 1.011069 2.091515 -0.59 -1.14 1.17
C 0.860092 1.622675 1.249598 -0.64 0.08 -2.71
F -2.539772 0.894838 1.153265 0.53 -0.81 -1.30
N 0.199575 1.357392 0.179765 -1.21 -2.71 2.78
C 0.222710 2.014249 -1.061538 1.25 0.45 -0.77
N -0.601214 -1.655186 -0.078985 -4.01 4.32 0.15
C 1.664446 -2.059151 0.126383 2.40 -1.81 2.39
F -2.451307 0.978467 -0.994743 -0.45 0.04 -1.04
H 2.387310 -2.826585 -0.369009 -1.33 1.69 0.63
F -3.437286 -0.750001 0.050919 1.52 1.12 -0.94
H 1.809977 -1.021654 -0.195092 0.28 -0.38 0.16
C -1.155246 -0.611117 0.034568 2.42 -1.76 -0.16
N 0.314080 -2.452820 -0.159440 2.29 -4.48 -1.30
H 0.384841 1.347803 -1.929446 0.30 0.01 0.70
H -0.651583 2.560508 -1.343876 -0.80 0.33 0.49
H 1.022038 2.685816 -0.887926 1.03 1.29 -1.18
H 1.601399 2.385267 1.395625 0.25 0.88 -0.59
```
Positions in Å, forces in eV/Å.

**E_HOMO (alpha / beta)**: -14.0 / -14.0 eV
**Relative energy (zero: lowest compared OMol25 entry of this formula, charge and spin)**: 463.0 kJ/mol
**HOMO-LUMO gap (alpha / beta)**: 9.51 / 9.51 eV
**Charge**: +1
**Molecular weight**: 168.142 g/mol

---

Record 2
This record from OMol25 describes an isolated ion of composition C2H4NO2 and charge -1 at a distorted geometry. The level of theory is ωB97M-V/def2-TZVPD.

XYZ file:
```
9
Properties=species:S:1:pos:R:3:forces:R:3
C -0.555095 0.979180 0.076362 0.05 -1.08 -0.07
C 0.667840 -1.149032 -0.401022 0.43 -0.31 -0.54
H -0.330858 1.013964 -0.990264 -0.09 0.35 0.02
H 0.087071 -0.425894 1.474032 0.46 -0.25 -0.13
O 1.511100 -1.914943 0.119344 -0.21 -0.06 0.28
N -0.083173 -0.335994 0.487707 -0.70 0.77 0.44
O 0.392563 -1.011453 -1.619339 0.06 0.19 0.15
H -0.051505 1.771366 0.635880 0.04 0.21 -0.11
H -1.637942 1.072802 0.217304 -0.04 0.18 -0.04
```
Positions in Å, forces in eV/Å.

**E_HOMO**: -3.5 eV
**Relative energy (zero: lowest compared OMol25 entry of this formula, charge and spin)**: 9.9 kJ/mol
**HOMO-LUMO gap**: 7.97 eV
**Charge**: -1
**Molecular weight**: 74.059 g/mol
**SMILES string**: CNC(=O)[O-]

---

Record 3
This record from OMol25 describes one molecule with the formula C3H7NO2 at a distorted geometry. The level of theory is ωB97M-V/def2-TZVPD.

XYZ file:
```
13
Properties=species:S:1:pos:R:3:forces:R:3
N 1.031499 -1.263378 -0.352883 -0.30 0.90 -1.53
C 0.650382 0.845298 0.682841 0.01 1.86 -2.71
O -0.245052 1.823384 1.022926 0.38 -0.84 0.36
H 0.732702 -1.996112 -0.962838 0.27 -0.57 0.36
C -1.280305 -0.409506 -0.328585 -1.13 -0.09 -1.53
H 1.541877 -1.426247 0.486767 0.06 -0.22 0.11
C 0.192167 -0.091153 -0.465721 -0.26 -0.75 2.95
H -1.608559 -1.112472 -1.116775 0.38 0.26 0.02
O 1.815501 1.018038 0.901222 0.44 -0.64 1.13
H -1.819502 0.511536 -0.545800 -0.35 0.01 0.28
H 0.342813 2.454727 1.476151 -0.41 0.08 0.06
H 0.316141 0.525661 -1.364935 0.36 -0.26 -0.03
H -1.669667 -0.879776 0.567628 0.56 0.26 0.55
```
Positions in Å, forces in eV/Å.

**E_HOMO**: -9.1 eV
**Relative energy (zero: lowest compared OMol25 entry of this formula, charge and spin)**: 112.0 kJ/mol
**HOMO-LUMO gap**: 9.76 eV
**Charge**: 0
**Molecular weight**: 89.094 g/mol
**SMILES string**: C[C@H](N)C(=O)O